[1]
Entry from OMol25: a molecular structure, C15H13F4N3O in a non-equilibrium geometry (wB97M-V/def2-TZVPD).

Charge   0
Kohn-Sham gap   9.086 eV
Multiplicity   1

Geometry as XYZ:
```
36
Properties=species:S:1:pos:R:3:forces:R:3:nbo_charge:R:1
O -1.125922 -1.646106 3.094148 0.064 3.338 -3.992 -0.645
C -1.100910 -1.032196 1.916105 -0.221 -5.123 7.146 0.623
N -1.245029 0.247389 1.726676 -0.252 2.430 7.185 -0.579
C -1.490426 1.028708 0.661680 2.124 2.840 -0.414 -0.003
C -2.534474 0.927583 -0.156670 -2.765 -10.308 6.083 -0.105
C -2.725287 1.451511 -1.285903 -3.633 1.918 -5.087 -0.339
C -1.948882 2.417190 -1.526627 11.294 9.334 -2.188 -0.113
C -0.640183 2.859692 -0.693934 -8.516 -7.778 2.327 -0.256
C -0.531049 2.071972 0.479461 -5.769 0.754 -7.526 0.423
F 0.332158 2.358168 1.283895 5.302 0.654 5.387 -0.273
H 0.105780 3.433948 -0.909920 3.816 3.927 -1.942 0.203
H -1.702638 3.052651 -2.434679 -1.900 -1.189 0.473 0.232
H -3.484950 1.420997 -2.008822 -1.386 -1.344 -0.415 0.248
H -3.146079 -0.179641 -0.037505 1.294 3.202 0.357 0.185
H -1.271228 0.871929 2.793843 0.093 -2.871 -3.940 0.433
C -0.906881 -1.998236 0.850234 3.494 0.158 -2.784 -0.286
N -0.099374 -1.199512 -0.159203 6.819 -2.084 5.888 -0.113
C 1.285298 -0.977370 -0.053921 1.763 2.781 -4.193 0.149
C 1.788874 -0.325247 -1.420670 -10.239 -5.644 6.087 -0.197
C 0.441458 -0.479658 -2.026766 8.249 3.227 -1.316 -0.086
N -0.422108 -0.870942 -1.263350 -9.914 -1.387 -4.452 -0.209
C 0.224368 -0.030588 -3.326310 -0.227 2.721 -6.421 1.047
F 1.015283 -0.582753 -4.359179 -1.880 0.803 2.494 -0.316
F -1.104238 -0.074057 -3.756336 3.177 0.680 0.834 -0.303
F 0.883366 1.549851 -3.498635 -2.249 -3.672 0.723 -0.471
H 2.635012 0.075263 -1.702168 4.215 1.727 -1.299 0.218
C 2.210985 -1.042178 1.021874 5.043 -2.530 -0.716 -0.298
C 2.283506 -1.973979 2.199519 -8.675 1.134 0.453 -0.393
C 2.194783 -0.507216 2.372794 6.572 -2.079 -0.736 -0.392
H 3.120860 -0.006987 2.643024 0.227 -0.201 -0.024 0.205
H 1.525483 0.138911 2.484229 -6.643 4.248 2.017 0.204
H 3.041926 -2.408314 2.668039 3.360 -2.039 0.998 0.223
H 1.201370 -2.362449 2.478866 2.566 0.059 -0.371 0.217
H 3.266836 -1.146283 0.619392 -1.398 0.881 -0.092 0.233
H -1.799357 -2.051829 0.315962 -1.770 -1.141 -0.740 0.250
H -0.278333 -3.010223 1.010856 -2.037 2.571 0.198 0.284
```
Forces are in eV/Å.

***

[2]
Entry from OMol25: a molecular structure, C15H13N6O6RhS in a non-equilibrium geometry (wB97M-V/def2-TZVPD).

Charge   0
Kohn-Sham gap (alpha / beta)   6.298 / 7.299 eV
Multiplicity   5

Geometry as XYZ:
```
42
Properties=species:S:1:pos:R:3:forces:R:3:mulliken_spin:R:1
Rh 0.605888 0.722629 0.607851 -0.620 1.018 -0.048 1.682
N 2.933442 -1.401105 3.818040 0.147 -0.142 0.009 0.005
C 2.021745 -0.711456 3.108634 -0.156 0.123 -0.251 0.023
S 2.357448 -0.528116 1.391809 0.747 0.348 0.121 0.566
N 1.021009 -0.158429 3.709437 0.102 0.151 0.323 0.081
N 0.142306 0.435583 2.859643 0.732 -0.366 -0.731 0.066
C -0.864173 1.006016 3.367493 -0.620 0.286 0.350 0.039
C -2.000740 1.306024 2.487978 0.145 0.077 0.037 -0.004
C -3.079339 2.072031 2.887702 -0.067 0.160 0.186 0.005
C -4.137785 2.235362 2.006287 -0.021 0.040 0.076 -0.002
C -4.099348 1.582817 0.789199 0.007 -0.054 -0.049 0.009
C -2.979353 0.822319 0.480465 0.001 0.103 -0.002 -0.005
N -1.940171 0.711880 1.296562 -0.137 -0.341 -0.207 0.026
H 3.520936 -2.048858 3.321390 0.054 0.003 0.033 0.001
H 2.705116 -1.613645 4.775634 -0.014 -0.015 -0.018 -0.001
H -0.916330 1.157875 4.443061 -0.130 -0.111 -0.014 0.001
H -3.078070 2.530904 3.869154 -0.029 0.022 -0.065 0.000
H -4.981521 2.859233 2.269846 -0.006 -0.033 0.031 0.000
H -4.910451 1.658724 0.078557 0.014 -0.007 0.020 0.000
H -2.927421 0.292437 -0.462279 0.061 0.061 -0.020 0.000
O -1.783387 1.714696 -2.623752 0.071 -0.015 0.105 0.014
C -0.957026 1.225589 -1.881705 0.033 0.005 0.103 -0.011
O -0.558207 1.757805 -0.752182 0.018 -0.097 -0.203 0.058
C -0.252460 -0.067974 -2.243091 -0.057 0.163 0.109 0.012
C 0.094014 -0.335007 -3.555422 0.037 0.046 -0.204 0.082
C 0.919792 -1.421974 -3.796273 -0.062 0.018 0.078 -0.006
C 1.452320 -2.211654 -2.797656 0.160 -0.153 -0.081 0.093
C 1.077711 -1.937172 -1.484887 0.145 -0.103 0.378 -0.091
C 0.171015 -0.915750 -1.231994 -0.184 -0.168 -0.183 0.093
N 1.651854 -2.618050 -0.406827 0.843 -0.607 0.110 0.317
O 2.523546 -3.523411 -0.584140 -0.824 0.681 0.184 0.507
O 1.273928 -2.293796 0.873546 -0.381 -0.896 -0.721 0.366
N 1.276653 -1.740627 -5.200942 0.029 -0.021 -0.089 -0.001
O 2.021712 -2.679027 -5.394963 -0.037 0.060 0.083 0.000
O 0.793076 -1.047043 -6.071407 0.016 -0.005 0.102 0.000
H -0.259762 0.293934 -4.359115 0.032 -0.002 0.012 0.003
H 2.137345 -3.013102 -3.020704 0.011 -0.030 -0.016 0.018
H -0.308635 -0.916989 -0.254351 -0.111 -0.029 0.254 0.052
C 2.152421 1.570923 -0.464123 0.105 -0.216 0.201 -0.004
H 1.712436 2.003475 -1.355012 -0.097 -0.018 0.025 0.000
H 2.950619 0.876179 -0.711892 0.016 0.041 -0.023 -0.009
H 2.517846 2.346749 0.210433 0.026 0.024 -0.006 0.012
```
Forces are in eV/Å.

***

[3]
Entry from OMol25: a single C15H13NO4S molecule in a non-equilibrium geometry (wB97M-V/def2-TZVPD).

Charge   0
Kohn-Sham gap   8.436 eV
Multiplicity   1
Structure (SMILES)   CC1=C(O)[C@](C)(C#CCc2ccc([N+](=O)[O-])cc2)SC1=O

Geometry as XYZ:
```
34
Properties=species:S:1:pos:R:3:forces:R:3:nbo_charge:R:1
O 4.006879 2.361772 -0.965150 -0.287 -4.025 1.848 -0.566
O -4.419131 0.855237 4.731386 -0.690 -0.118 -1.992 -0.401
O -5.759400 2.019488 3.524839 -1.694 0.887 -0.579 -0.338
C -0.418314 -0.373683 -0.708126 4.122 -0.672 -0.008 0.033
C 0.755079 -0.475697 -0.439408 -0.804 -1.011 -0.082 -0.019
O 2.647513 -1.989228 -2.393394 0.073 1.829 1.391 -0.667
S 2.904867 0.561403 0.771512 0.042 -0.316 -0.145 0.283
C 3.742332 1.147886 -0.671869 -0.217 3.834 -2.627 0.349
C 3.778482 0.124955 -1.719956 -2.440 -3.700 0.317 -0.184
C 2.915485 -0.999935 -1.430616 2.527 3.268 -2.266 0.400
C -3.318911 -0.308671 2.398997 -0.770 2.373 -0.472 -0.152
C -3.912480 1.815165 1.378542 -1.650 1.450 1.765 -0.136
C -2.541150 -0.562126 1.247147 -0.659 0.057 0.366 -0.227
C -3.162474 1.561381 0.258321 2.010 -2.190 -0.945 -0.238
C -4.085643 0.945027 2.456975 3.088 -3.644 -1.974 0.004
C -2.446668 0.306634 0.116908 -2.589 1.178 1.935 0.053
N -4.856628 1.253858 3.621162 2.198 -0.012 2.841 0.510
C 4.476695 0.274073 -3.046892 0.107 2.854 0.002 -0.675
C -1.691399 -0.046404 -1.152052 -2.420 1.545 -0.210 -0.504
C 2.229226 -2.201099 0.700246 -0.402 -0.059 1.668 -0.614
C 2.129375 -0.887861 -0.148928 0.891 -0.631 0.871 -0.253
H 2.810239 -1.524337 -3.237877 -0.078 -0.607 0.350 0.493
H -3.299418 -0.998098 3.255082 -0.167 0.384 -0.565 0.246
H -4.416050 2.781061 1.565229 0.321 -0.406 -0.689 0.235
H -2.045705 -1.526880 1.322298 0.284 0.195 -0.602 0.225
H -2.967224 2.283033 -0.541808 -0.553 0.000 0.473 0.225
H 4.599167 -0.661149 -3.531443 0.953 -0.926 -0.185 0.214
H 3.988365 0.899604 -3.839576 -0.680 -0.412 0.913 0.235
H 5.370536 0.961242 -2.958433 -0.328 -1.522 0.216 0.263
H -1.610886 0.886983 -1.795058 -0.360 -1.210 0.483 0.248
H -2.205945 -0.871275 -1.687330 0.314 0.528 0.140 0.256
H 3.244145 -2.479571 1.058061 -0.205 0.568 -0.927 0.236
H 1.729646 -2.061063 1.730934 0.074 -0.250 -1.861 0.230
H 1.829391 -3.071726 0.130278 -0.009 0.757 0.549 0.235
```
Forces are in eV/Å.

***

[4]
Entry from OMol25: a molecular structure, C15H14BrO13Pd in a non-equilibrium geometry (wB97M-V/def2-TZVPD).

Charge   -1
Kohn-Sham gap (alpha / beta)   5.230 / 5.179 eV
Multiplicity   3

Geometry as XYZ:
```
44
Properties=species:S:1:pos:R:3:forces:R:3:mulliken_spin:R:1
Pd -0.384136 -0.997548 1.283726 0.714 0.756 0.963 1.440
Br -1.694963 -2.785864 2.481779 0.030 -0.213 -0.011 0.204
C 1.234566 1.574863 4.276583 0.324 0.287 -0.257 0.009
C 2.586872 1.889630 4.642659 -0.198 -0.340 -0.111 0.001
C 3.721207 1.036872 4.005655 0.234 -0.070 0.065 0.002
O 4.872141 1.235166 4.384483 -0.054 -0.046 -0.153 -0.001
C 3.353021 0.061738 3.021902 -0.256 0.439 0.060 0.017
C 2.038350 -0.152014 2.670704 0.629 -0.403 -0.344 -0.004
C 0.935031 0.673099 3.279521 -0.594 0.387 0.623 -0.010
O -0.269960 0.503486 2.850501 0.195 -0.394 -0.433 0.136
O 1.715176 -1.041287 1.796841 -0.628 -0.068 0.022 0.148
O 2.895181 2.784224 5.416072 0.009 0.196 0.145 -0.001
H 0.478475 2.231815 4.690153 -0.181 -0.197 -0.041 0.000
H 4.143663 -0.465619 2.506236 -0.017 -0.193 0.076 0.000
C -0.804377 -5.258939 -1.720906 0.156 0.000 -0.132 0.000
C 0.696322 -5.456747 -1.490794 -0.082 0.024 0.033 0.000
O 1.149358 -4.126532 -1.209378 -0.055 -0.147 -0.077 0.002
C 0.093335 -3.356588 -0.902098 -0.421 -0.473 0.285 0.008
O 0.170088 -2.231872 -0.533992 0.177 0.250 -0.424 0.024
O -1.066425 -4.029717 -1.052586 0.193 0.172 -0.217 0.002
H -1.449816 -6.017667 -1.290676 0.118 -0.121 0.066 0.000
H -1.029011 -5.151379 -2.785296 -0.073 0.061 0.043 0.000
H 1.240890 -5.802142 -2.365178 -0.086 -0.114 -0.027 0.000
H 0.906164 -6.104193 -0.639695 0.051 0.101 0.057 0.000
C -3.131946 2.921978 -0.780557 -0.503 -0.079 0.489 0.000
C -4.309661 2.085769 -1.327999 0.165 0.140 -0.014 0.001
O -4.022953 0.759917 -0.895326 0.029 -0.036 -0.060 0.001
C -2.870066 0.736914 -0.197053 0.231 0.565 0.261 0.008
O -2.393359 -0.235895 0.279120 -0.207 -0.538 -0.169 0.016
O -2.331770 1.969170 -0.091741 -0.048 -0.190 -0.329 -0.001
H -3.492293 3.632473 -0.035794 0.126 0.141 -0.141 0.000
H -2.536504 3.437897 -1.528776 0.040 -0.094 -0.090 0.000
H -4.389870 2.082245 -2.413495 0.045 0.055 -0.020 0.000
H -5.258014 2.395114 -0.894118 -0.043 -0.014 -0.032 0.000
C 0.857632 3.102825 -2.693045 0.592 -0.283 -0.329 0.000
C 1.120035 1.798000 -3.446391 0.045 0.338 -0.541 0.000
O 1.278166 0.855462 -2.406933 -0.178 -0.360 0.031 0.000
C 0.735415 1.338897 -1.261176 0.187 0.247 -0.061 0.002
O 0.577800 0.724933 -0.266426 -0.082 0.122 -0.113 -0.004
O 0.425900 2.655130 -1.421263 -0.352 -0.045 0.151 0.000
H 0.099674 3.711782 -3.175815 -0.089 0.114 0.160 0.000
H 1.789075 3.658519 -2.577397 -0.114 0.194 0.066 0.000
H 2.021279 1.822413 -4.058559 0.087 0.028 0.201 0.000
H 0.300309 1.533674 -4.123472 -0.118 -0.199 0.326 0.000
```
Forces are in eV/Å.

***

[5]
Entry from OMol25: a single C15H14ClN5S molecule in a non-equilibrium geometry (wB97M-V/def2-TZVPD).

Charge   0
Kohn-Sham gap   7.995 eV
Multiplicity   1
Structure (SMILES)   Nc1nc(N2C[C@@H]3C[C@H]2CN3)c2sc3cc(Cl)ccc3c2n1

Geometry as XYZ:
```
36
Properties=species:S:1:pos:R:3:forces:R:3:nbo_charge:R:1
Cl -4.369100 5.683122 0.958380 -0.180 0.421 0.186 0.032
N -0.787308 -0.108331 2.518146 -0.500 -0.995 0.303 -0.521
N 0.232985 -1.610991 0.947592 -0.617 0.977 -1.791 -0.547
S -0.811139 1.731309 -0.899724 -0.736 1.623 -0.082 0.365
C -0.290260 -1.280613 2.093176 1.037 -0.642 1.785 0.563
C -0.926337 0.766777 1.539623 -0.734 0.132 -0.651 0.264
C 0.163931 -0.661330 0.014288 1.934 -4.670 -1.161 0.439
C -3.569747 3.501870 2.425113 2.114 -0.248 -2.114 -0.245
C -2.579385 3.851668 0.190855 0.897 -1.371 1.220 -0.259
C -2.707229 2.356482 2.517055 -1.063 1.794 -0.395 -0.129
C -3.412521 4.294086 1.251274 1.004 -2.231 -0.536 -0.031
C -0.405283 0.519920 0.270704 -1.195 2.899 0.126 -0.363
C -1.791013 2.661061 0.291498 -0.344 -0.471 1.429 -0.095
C -1.790002 1.951640 1.537017 -0.638 1.117 -0.554 -0.133
N -0.063464 -2.324395 2.967241 -0.906 1.851 2.044 -0.806
N 3.436610 -1.873999 -1.731772 0.363 1.794 2.462 -0.620
N 0.724446 -1.070881 -1.174174 -0.436 0.677 0.201 -0.430
C 1.549474 -0.079471 -1.819114 0.797 0.199 -1.360 -0.239
C 2.515877 -2.841285 -1.032005 -0.340 1.556 0.512 -0.258
C 1.570097 -2.124174 -3.020699 0.968 0.270 0.749 -0.415
C 2.556597 -1.037488 -2.579474 -0.957 -0.324 1.067 -0.056
C 1.156624 -2.433163 -1.607272 0.203 0.070 0.240 -0.038
H -4.265505 3.888804 3.148854 -0.019 -0.554 0.455 0.235
H -2.409573 4.440862 -0.661966 -0.348 0.790 -1.041 0.227
H -2.826175 1.751068 3.361216 0.079 -0.838 1.286 0.225
H 0.066507 -1.852146 3.899826 0.245 -1.777 -1.008 0.395
H 0.605165 -2.939118 2.505972 -0.007 0.137 1.129 0.404
H 3.878532 -1.338765 -0.929094 -0.465 -0.354 -1.725 0.357
H 1.987119 0.630918 -1.070118 -0.040 -0.621 -0.718 0.204
H 0.953778 0.511528 -2.572971 0.748 -0.311 0.549 0.195
H 2.474401 -2.742869 0.077881 0.473 -0.253 -0.834 0.209
H 2.903840 -3.752516 -1.407518 -0.445 -1.576 0.314 0.203
H 0.776991 -1.795477 -3.586458 -1.867 1.132 -1.294 0.212
H 1.972435 -2.965763 -3.540027 0.752 -0.546 -0.115 0.221
H 3.090294 -0.538962 -3.325804 0.922 0.707 -1.174 0.208
H 0.388340 -3.169377 -1.557522 -0.700 -0.362 0.496 0.227
```
Forces are in eV/Å.

***

[6]
Entry from OMol25: a molecular structure, C15H14ClN6O4Rh in a non-equilibrium geometry (wB97M-V/def2-TZVPD).

Charge   +2
Kohn-Sham gap (alpha / beta)   6.807 / 3.910 eV
Multiplicity   5

Geometry as XYZ:
```
41
Properties=species:S:1:pos:R:3:forces:R:3:mulliken_spin:R:1
Rh 0.042033 0.831868 -0.622885 -0.119 0.784 -0.100 2.529
N -3.880451 2.245930 0.003313 0.372 0.096 0.447 0.001
C -4.213038 1.760870 -1.221382 0.153 -0.509 -0.789 0.003
C -3.117081 1.072969 -1.679334 -0.906 0.334 -0.063 0.003
N -2.138209 1.135306 -0.745242 0.430 0.508 1.113 0.101
C -2.614078 1.866430 0.271519 -0.340 -0.353 -0.732 0.013
C -1.766284 2.195206 1.377484 0.923 -0.018 0.505 0.013
N -0.480079 1.832392 1.350553 -0.860 -0.199 -0.741 0.102
C 0.096958 2.333982 2.464412 -0.380 0.431 0.633 -0.003
C -0.852485 3.004655 3.195227 0.816 -0.153 0.154 0.007
N -2.014649 2.904730 2.500347 -0.325 -0.101 -0.358 0.000
H -4.482402 2.810330 0.585909 0.061 -0.047 -0.076 0.000
H -5.168480 1.931080 -1.680035 -0.097 0.045 0.030 0.000
H -3.000465 0.576347 -2.622534 0.025 -0.079 -0.104 0.000
H 1.137883 2.219972 2.688515 0.160 -0.016 0.054 0.000
H -0.762957 3.524299 4.129695 -0.115 0.083 0.078 0.001
H -2.897981 3.294680 2.794182 0.074 -0.009 -0.027 0.000
N -0.089086 -1.268699 -1.951083 0.208 -1.688 -0.204 0.195
C 0.412117 -2.299834 -1.169900 -0.289 1.374 -0.495 0.189
C 0.083201 -3.634419 -1.394703 -0.005 -1.319 0.299 0.076
C 0.732785 -4.655387 -0.700730 -0.982 0.353 -1.020 0.061
C 1.694745 -4.360936 0.241403 0.518 0.205 0.438 0.266
C 1.991042 -3.018054 0.575907 -0.198 0.831 -0.261 -0.008
C 2.911750 -2.656917 1.579568 -0.063 -0.085 -0.107 0.048
C 3.112024 -1.330547 1.874483 -0.048 0.150 -0.131 0.013
C 2.364839 -0.362573 1.190032 0.475 -0.342 0.381 -0.007
N 1.489224 -0.683097 0.262927 -0.649 -0.111 -0.746 0.117
C 1.315334 -1.967947 -0.106848 1.032 -0.288 1.201 0.111
H 0.630266 -0.729689 -2.451285 -0.045 0.322 0.199 0.007
H -0.821910 -1.577958 -2.588252 0.150 0.112 0.035 -0.017
H -0.625046 -3.892288 -2.170568 -0.045 0.040 -0.043 -0.002
H 0.503127 -5.683568 -0.942675 0.005 -0.016 0.001 0.005
H 2.232286 -5.157918 0.733423 0.033 -0.091 0.107 -0.003
H 3.458564 -3.429253 2.100377 0.041 -0.062 0.084 0.004
H 3.823168 -1.021338 2.622855 0.084 0.002 0.077 0.001
H 2.500950 0.692602 1.396922 -0.086 -0.048 0.017 -0.004
O 2.929372 2.832208 -1.950526 1.664 0.684 0.375 0.013
Cl 1.730556 2.342798 -2.429587 -0.976 -0.389 0.721 0.002
O 1.387650 2.701320 -3.716290 -0.210 0.625 -1.744 0.015
O 0.643544 2.738866 -1.500481 -0.766 0.479 0.768 0.098
O 1.701263 0.881581 -2.294708 0.280 -1.533 0.026 0.052
```
Forces are in eV/Å.